{"formula": "C15H37Cl2NO9P2Si", "method": "wB97M-V/def2-TZVPD", "species": ["C", "C", "C", "C", "O", "Si", "C", "C", "N", "C", "Cl", "C", "C", "Cl", "H", "H", "H", "H", "H", "H", "H", "H", "H", "H", "H", "H", "H", "H", "H", "H", "H", "H", "H", "C", "O", "P", "O", "O", "C", "O", "C", "H", "H", "H", "H", "H", "H", "H", "H", "H", "C", "O", "P", "O", "O", "C", "O", "C", "H", "H", "H", "H", "H", "H", "H", "H", "H"], "coordinates": [[-1.5248, 1.5146, 2.7173], [-0.8594, 0.1444, 2.5998], [-1.3765, -0.6733, 1.4165], [-2.7219, -1.3613, 1.6655], [-3.7321, -0.8339, 0.7968], [-5.1090, -0.1180, 1.3181], [-5.5714, 1.1325, 0.0093], [-5.3813, 2.5787, 0.4817], [-6.5071, 3.0273, 1.3176], [-6.4079, -1.4370, 1.6960], [-5.7026, -2.9701, 2.1367], [-7.7326, -1.2746, 1.7221], [-8.4595, -0.0079, 1.3661], [-8.7945, -2.5792, 2.1730], [-1.6165, 1.9765, 1.7315], [-2.5254, 1.4528, 3.1532], [-0.9373, 2.1901, 3.3415], [0.2145, 0.2787, 2.4834], [-1.0217, -0.4206, 3.5245], [-1.5028, -0.0143, 0.5553], [-0.6266, -1.4124, 1.1297], [-3.0271, -1.2285, 2.7105], [-2.6659, -2.4349, 1.4846], [-4.8159, 0.5889, 2.5961], [-6.5836, 1.0070, -0.3732], [-4.8877, 0.9355, -0.8232], [-4.4365, 2.6641, 1.0303], [-5.2932, 3.2368, -0.3840], [-6.2477, 3.0258, 2.2967], [-6.7517, 3.9839, 1.0988], [-7.9223, 0.8797, 1.6981], [-8.5882, 0.0668, 0.2850], [-9.4491, -0.0054, 1.8158], [4.1783, 1.6070, 0.9795], [3.5115, 2.3517, -0.0503], [1.9699, 2.0957, -0.3613], [1.3717, 1.0225, 0.4290], [1.9524, 1.9426, -1.9352], [2.6960, 0.8438, -2.4959], [1.2600, 3.4884, -0.1665], [1.7463, 4.6679, -0.8190], [4.5602, 0.6742, 0.5658], [5.0032, 2.2241, 1.3265], [3.4981, 1.3864, 1.7994], [2.5305, -0.0718, -1.9296], [3.7587, 1.0846, -2.4993], [2.3426, 0.7107, -3.5139], [2.0987, 4.4392, -1.8237], [2.5534, 5.1038, -0.2318], [0.9111, 5.3605, -0.8736], [5.4394, -4.2344, -0.3349], [6.1754, -3.6456, -1.4208], [5.5279, -2.4885, -2.2992], [4.1298, -2.1978, -1.9890], [5.8553, -2.9406, -3.7822], [5.2562, -4.1523, -4.2633], [6.4787, -1.2454, -2.1301], [7.8928, -1.3495, -2.3512], [4.8315, -5.0571, -0.7078], [6.1747, -4.6094, 0.3717], [4.7952, -3.4982, 0.1403], [4.1988, -4.1861, -4.0002], [5.7762, -5.0141, -3.8455], [5.3615, -4.1447, -5.3440], [8.1069, -2.0108, -3.1891], [8.3760, -1.7219, -1.4493], [8.2464, -0.3476, -2.5764]], "smiles": "CCCCO[Si@@H](CCN)/C(Cl)=C(\\C)Cl.COP(=O)(OC)OC.COP(=O)(OC)OC"}


{"formula": "C15H37FO6Si3", "method": "wB97M-V/def2-TZVPD", "species": ["C", "Si", "C", "C", "O", "C", "C", "Si", "O", "Si", "C", "C", "F", "H", "H", "H", "H", "H", "H", "H", "H", "H", "H", "H", "H", "H", "H", "H", "H", "H", "H", "H", "H", "H", "O", "C", "O", "C", "C", "C", "H", "H", "H", "H", "H", "H", "H", "H", "O", "C", "O", "C", "C", "C", "H", "H", "H", "H", "H", "H", "H", "H"], "coordinates": [[-6.9975, -3.1725, -1.4109], [-5.0915, -3.5823, -1.1727], [-5.0150, -5.4292, -0.5706], [-4.4388, -2.3583, 0.2034], [-4.3495, -3.3033, -2.7407], [-2.8814, -3.2444, -2.6672], [-2.3423, -3.3622, -4.2401], [-0.9883, -2.0725, -4.6985], [-0.5380, -1.0698, -3.3263], [1.2050, -0.9963, -3.0983], [1.5015, 0.4018, -1.7507], [0.3838, 1.5677, -2.0874], [-0.9047, 1.2956, -1.3507], [-7.0669, -1.9946, -1.4025], [-7.6488, -3.7011, -0.5946], [-7.3365, -3.5803, -2.4794], [-6.0631, -5.9496, -0.6285], [-4.7057, -5.4260, 0.5738], [-4.2609, -6.0975, -1.1661], [-4.5536, -1.2661, -0.2428], [-5.1006, -2.4221, 1.1873], [-3.3196, -2.6212, 0.4265], [-2.5178, -2.2734, -2.1248], [-2.4474, -4.1558, -2.0370], [-3.2849, -3.1197, -4.9312], [-1.9518, -4.4661, -4.3794], [0.1201, -2.7505, -5.3567], [-1.5764, -1.1499, -5.7020], [1.9526, -0.6189, -4.2996], [1.8034, -2.2457, -2.6048], [2.6105, 0.7763, -1.7534], [1.1721, -0.0903, -0.7175], [0.7377, 2.6595, -1.8015], [0.0694, 1.5942, -3.2377], [3.7052, 0.6680, 0.0654], [3.8560, 0.2200, 1.2011], [4.3717, -1.0164, 1.3833], [4.7315, -1.5727, 2.6623], [3.5186, -2.1583, 3.3579], [3.3928, 1.0004, 2.3950], [5.2573, -0.8350, 3.2759], [5.4496, -2.3741, 2.4588], [2.7625, -1.3972, 3.5627], [3.8058, -2.6240, 4.3055], [3.0420, -2.9131, 2.7237], [2.3126, 0.8702, 2.5102], [3.6152, 2.0577, 2.2264], [3.8923, 0.7287, 3.3230], [4.1784, 4.9697, 4.2898], [3.3521, 5.5658, 3.6006], [2.0306, 5.3353, 3.7689], [0.9809, 6.0854, 3.1283], [0.7226, 5.5663, 1.7277], [3.7978, 6.4911, 2.5077], [1.1969, 7.1578, 3.1500], [0.0820, 5.9386, 3.7363], [1.6015, 5.6721, 1.0881], [-0.1090, 6.1059, 1.2645], [0.4794, 4.4989, 1.7548], [4.0727, 5.9002, 1.6289], [4.6710, 7.0479, 2.8587], [3.0550, 7.2354, 2.2269]]}


The evaluated gap between HOMO and LUMO for the records listed, in turn: 0.3439; 0.3841 Ha.